# 1
DFT (ωB97M-V/def2-TZVPD) results for 2 unconnected molecules or ions with the total composition C3H9N2 at a distorted geometry.

Results
gap between HOMO and LUMO	0.369	hartree
net charge	+1

Cartesian coordinates (Å):
C (1.87343, -0.02437, -0.33904)
C (0.86563, 1.07415, -0.71955)
C (-1.24171, -1.04092, 0.65625)
N (-2.18851, -0.42381, 0.06619)
N (0.68275, 0.23785, 0.47833)
H (1.75091, -0.96083, -0.91638)
H (2.87173, 0.25239, 0.03791)
H (1.07784, 2.23744, -0.57867)
H (0.30964, 0.94582, -1.61077)
H (-0.44247, -1.55247, 0.24124)
H (-1.36437, -1.18484, 1.68578)
H (-2.95269, -0.04082, 0.59567)
H (-2.07188, -0.21267, -1.00124)
H (0.82970, 0.69308, 1.40430)

=====

# 2
DFT (ωB97M-V/def2-TZVPD) results for C6H9NOS in the gas phase at a distorted geometry.

Results
gap between HOMO and LUMO	0.308	hartree

Cartesian coordinates (Å):
C (-0.24903, -1.84718, -0.34391)
C (-1.57834, -1.66171, -0.40950)
C (0.45767, -1.19243, 0.65852)
C (-2.08610, 0.95746, -0.56600)
C (0.81476, 0.63211, -0.89744)
C (2.03384, 0.38744, 1.25916)
N (1.05529, -0.09521, 0.34677)
O (-2.48945, 2.15855, -0.26981)
S (-2.28929, -0.35655, 0.52516)
H (0.21049, -2.63608, -0.73980)
H (-2.18914, -2.42675, -0.77049)
H (0.86595, -0.09424, -1.76825)
H (-0.29421, 0.78537, -0.99002)
H (1.48025, 1.41179, -1.24831)
H (1.89801, 1.52100, 1.54726)
H (2.13996, -0.19235, 2.28709)
H (3.12627, 0.39220, 0.82257)
H (-2.90692, 2.25659, 0.55702)

=====

Number 2 is which compound?
C6H9NOS

=====

Which value of gap between HOMO and LUMO does entry 2 give?
0.308 hartree

=====

The lowest gap between HOMO and LUMO belongs to which entry?
C6H9NOS